Here is a single C5H6O2 molecule from OMol25. Energies are from ωB97M-V with the def2-TZVPD basis set.

The largest force on an atom comes out at 0.43 eV/A. The structure (SMILES) is O=C1CC=C(O)C1. Its total energy is -9376.617 eV. Its molar mass is 98.10 g/mol. The multiplicity is 1. The value obtained for the orbital gap is 9.694 eV.

Geometry as XYZ:
```
13
Properties=species:S:1:pos:R:3:forces:R:3
C 0.341222 -1.296332 -0.452545 0.06 -0.23 -0.10
H 2.022996 -0.399590 0.625082 -0.14 0.00 -0.06
C -0.993423 0.579266 0.143687 0.08 0.06 0.10
O 0.701549 -2.421333 -0.688646 -0.12 0.41 0.06
H -1.549389 -0.871456 -1.420272 0.10 0.03 0.11
H 0.038387 2.479751 1.393021 0.15 0.08 -0.09
C -1.113010 -0.812950 -0.414264 -0.02 -0.08 -0.02
H 1.782875 0.214295 -1.013564 -0.05 -0.05 0.12
C 1.259481 -0.121593 -0.108032 0.03 0.00 0.05
H -1.700992 -1.485962 0.223079 0.09 0.06 -0.12
O 0.776014 2.012156 0.979019 -0.13 0.09 0.02
H -1.846806 1.217068 0.358496 0.13 -0.12 0.06
C 0.281098 0.906686 0.374934 -0.18 -0.25 -0.13
```
Forces are in eV/Å.